(1)
Below is a single C5H12NO2P molecule, with properties calculated with wB97M-V/def2-TZVPD.

Structure (XYZ):
```
21
Properties=species:S:1:pos:R:3:forces:R:3:lowdin_charge:R:1
H -2.640 -1.678 0.424 -1.792 0.722 -0.919 0.0752
N -3.551 -1.369 -0.085 2.286 0.162 0.575 0.0644
C -3.454 -0.146 -0.441 0.002 -0.621 1.176 -0.2313
C -2.277 0.821 -0.121 -1.058 1.322 -1.359 -0.2596
O -1.157 0.072 0.367 1.789 1.549 -1.350 -0.3236
P 0.267 0.949 -0.060 0.129 -4.188 2.246 0.6871
O 0.048 1.903 -1.096 -0.196 2.264 -2.377 -0.3255
C 1.567 -0.414 -0.312 -1.749 1.565 1.135 -0.4880
C 1.386 -1.284 0.959 0.495 -0.249 -1.683 -0.1195
C 2.916 0.287 -0.477 1.347 -0.458 2.219 -0.1266
H -4.352 0.199 -0.974 0.595 0.580 0.096 0.0989
H -2.064 1.414 -1.167 -0.290 -1.397 2.764 0.1492
H -2.489 1.595 0.714 -0.349 -1.068 -1.574 0.1410
H 0.644 1.526 1.186 -0.090 -0.229 -0.172 0.0667
H 1.301 -1.027 -1.132 -0.278 -0.237 -1.291 0.0968
H 0.329 -1.650 1.041 1.218 -0.293 -0.377 0.0756
H 2.221 -2.069 0.837 -1.492 1.043 1.226 0.1154
H 1.430 -0.517 1.704 0.940 -0.367 1.554 0.0390
H 3.751 -0.491 -0.276 -1.153 1.283 -0.599 0.1024
H 3.077 1.090 0.340 -0.324 -1.186 -1.126 0.0962
H 3.047 0.790 -1.429 -0.031 -0.197 -0.162 0.0665
```
Positions in Å, forces in eV/Å.

Properties
SMILES: [H]/N=C\CO[P@H](=O)C(C)C
Orbital gap, eV: 10.94
Total energy, a.u.: -744.274266
LUMO level, eV: 0.928
HOMO level, eV: -10.0

---

(2)
Below is a gas-phase ion, C5H12NO2S (charge -1), with properties calculated with wB97M-V/def2-TZVPD.

Structure (XYZ):
```
21
Properties=species:S:1:pos:R:3:forces:R:3:lowdin_charge:R:1
C -0.164 -1.762 -0.320 0.718 -2.269 4.283 -0.1431
C 0.275 -0.399 -0.796 0.352 0.705 2.460 -0.6324
C -0.901 0.238 -1.499 -0.201 1.881 0.693 -0.1331
C 1.378 -0.582 -1.838 4.547 2.550 1.521 -0.1282
C 0.805 0.676 0.554 -1.262 -2.368 -1.132 -0.2390
S -0.523 0.829 1.730 0.437 0.412 0.716 0.5061
N -0.038 2.255 2.628 -1.353 0.023 0.226 -0.1582
O -0.689 -0.221 2.778 0.312 0.881 -1.204 -0.4458
O -1.764 1.336 1.133 0.222 -0.599 -0.133 -0.4273
H -0.282 -2.536 -1.053 -0.336 -0.185 -1.054 0.0414
H 0.612 -2.294 0.413 -0.956 1.315 -1.480 0.1062
H -1.067 -1.840 0.403 1.061 0.790 -1.471 0.0956
H -0.601 1.335 -1.498 -0.939 -1.138 -0.737 0.0995
H -1.895 0.120 -1.039 0.706 0.284 0.658 0.0668
H -1.099 -0.236 -2.439 0.502 0.077 -1.216 0.0545
H 1.052 -1.130 -2.649 -1.054 -1.147 -1.926 0.0133
H 1.842 0.450 -2.253 -1.419 -2.072 0.963 0.1131
H 2.393 -1.144 -1.530 -2.314 1.056 0.049 0.1055
H 1.505 0.064 1.196 -0.288 0.364 -0.740 0.0098
H 0.092 2.020 3.644 -0.581 0.245 -1.409 0.0414
H -0.931 2.820 2.436 1.847 -0.804 0.934 0.0537
```
Positions in Å, forces in eV/Å.

Properties
SMILES: CC(C)(C)C=[S@](N)(=O)[O-]
Charge: -1
Orbital gap, eV: 6.87
Total energy, a.u.: -801.052822
LUMO level, eV: 3.664
HOMO level, eV: -3.2